DFT (wB97M-V/def2-TZVPD) results for a 8-piece molecular cluster, C47H90ClF6N2O22 overall.

Geometry as XYZ:
```
168
Properties=species:S:1:pos:R:3:forces:R:3
C 2.519528 3.102333 -1.241401 0.333 0.443 -0.139
C 3.055387 4.065611 -0.063886 -0.395 -0.572 -0.513
C 3.533559 3.282215 1.249525 -0.532 0.786 0.657
C 2.444818 3.377743 2.459319 0.894 -0.526 -0.360
C 1.894219 1.887192 2.774789 -1.212 1.611 -1.282
C 1.001325 1.495141 1.470536 -0.120 0.616 0.457
C -0.268233 0.586242 1.803837 -0.005 1.130 0.120
C -0.024622 -0.960106 1.964618 -0.990 0.331 0.082
C 0.251345 -1.816467 0.601675 1.251 0.095 2.014
C -0.596448 -1.312063 -0.629691 0.345 0.643 -2.050
F -0.205969 -0.020288 -1.101222 -0.424 -2.178 1.519
F -0.400255 -2.082745 -1.819558 0.062 0.750 2.469
C -2.179206 -1.251865 -0.439349 -3.557 -0.302 -1.413
F -2.674135 -1.780189 0.741697 1.354 1.196 -1.752
F -2.719373 0.043595 -0.590887 1.559 -2.663 0.783
F -2.806336 -1.991443 -1.467917 1.462 1.525 2.156
C 1.832762 -1.621975 0.369052 0.167 0.393 -1.062
C 2.755219 -2.926354 0.407955 1.386 2.208 -1.891
C 2.792304 -3.462353 -1.078583 -0.185 0.910 -1.980
C 4.001734 -2.716136 -1.864066 -0.080 -1.039 0.858
O 5.227311 -3.407310 -1.491993 -0.513 0.016 -1.065
C 5.861312 -4.012447 -2.634705 1.415 -0.279 -1.043
C 6.508430 -2.946415 -3.656932 0.366 -0.467 0.060
N 2.532022 -3.859963 1.548279 -0.637 -1.713 2.316
C 2.920608 -5.282400 1.197311 1.310 -1.695 -1.780
C 3.047939 -6.337791 2.353817 0.038 -1.360 0.770
C 4.565265 -6.727385 2.764952 -0.542 -0.399 -0.237
F 4.681427 -6.765943 4.200750 -0.050 0.447 -2.018
C 3.390613 -3.567910 2.786565 1.568 1.512 1.280
C 3.556224 -2.038089 3.186886 1.285 -0.246 1.171
C 4.751562 -2.019864 4.285201 -0.379 -0.102 -0.577
Cl 6.385623 -2.137014 3.412828 -1.192 0.046 0.550
C 1.122782 -3.859221 2.107512 -2.888 1.494 0.014
C 0.003081 -3.323570 1.068411 -0.136 -0.898 0.400
C -0.228428 -4.456648 -0.004509 -1.525 -1.173 0.251
N -1.723185 -4.586067 -0.203773 0.911 -0.167 -0.291
H 3.051255 3.423875 -2.203587 -1.038 -0.620 1.190
H 1.394051 3.198822 -1.360673 1.410 -0.144 -0.011
H 2.751436 2.004568 -1.063073 -0.145 1.338 -0.158
H 2.194195 4.785911 0.165777 1.387 -0.905 -0.063
H 3.899620 4.683042 -0.502617 -0.950 -0.747 0.720
H 3.667673 2.158753 1.068881 0.218 1.673 -0.089
H 4.506926 3.770572 1.598068 -1.225 -0.989 -0.447
H 2.896878 3.870987 3.380365 -0.491 -0.791 -1.109
H 1.615729 4.073414 2.102730 0.791 -1.147 0.675
H 1.159963 2.011968 3.630254 1.059 -0.585 -0.700
H 2.732906 1.150026 2.968457 -0.960 0.912 0.011
H 1.641964 1.115678 0.608249 -0.932 0.354 1.174
H 0.580908 2.500227 1.106175 0.534 -1.510 0.425
H -0.679954 0.973175 2.805627 0.605 -0.645 -1.361
H -1.074967 0.881104 1.041803 1.084 -0.913 1.056
H 0.872095 -1.113583 2.638770 -0.995 0.223 -0.859
H -0.923678 -1.372664 2.549883 1.194 0.404 -1.081
H 1.942391 -1.185378 -0.688166 0.193 -0.669 1.564
H 2.288421 -0.848988 1.056362 -0.948 -0.907 -0.663
H 3.823312 -2.518370 0.558317 -1.533 -0.818 0.039
H 2.921075 -4.548165 -1.311579 -0.060 0.899 0.628
H 1.858889 -3.112703 -1.649985 1.107 -0.699 1.086
H 3.862139 -2.814847 -2.987879 -0.087 0.465 1.456
H 4.100669 -1.645670 -1.500192 -0.257 -1.098 -0.767
H 6.728276 -4.666992 -2.277171 -1.394 0.973 -0.020
H 5.173234 -4.717312 -3.222549 0.581 1.016 0.939
H 7.548975 -3.332940 -3.947836 -1.575 0.526 0.252
H 5.884473 -2.857578 -4.607392 0.868 0.136 1.325
H 6.693919 -1.932587 -3.166307 -0.520 -1.369 -0.622
H 3.953978 -5.196332 0.697039 -1.453 0.021 0.690
H 2.251495 -5.724911 0.380314 0.664 1.130 1.344
H 2.466428 -6.107587 3.315282 0.902 -0.147 -1.443
H 2.596137 -7.325954 1.982548 0.442 1.580 0.389
H 4.842038 -7.775261 2.393756 -0.531 1.497 0.604
H 5.290632 -6.004150 2.279287 -0.609 -0.660 1.093
H 2.929232 -4.029372 3.729131 0.604 0.210 -1.802
H 4.449763 -3.981341 2.633270 -1.642 0.524 -0.035
H 2.650847 -1.653891 3.753241 0.924 -0.283 -1.043
H 3.925220 -1.352795 2.364287 -0.840 -0.827 0.907
H 4.692981 -2.944131 4.937710 0.098 1.327 -0.541
H 4.764629 -1.047700 4.874639 -0.053 -1.458 -0.765
H 1.046410 -3.207653 3.047545 0.513 -0.839 -1.503
H 0.749916 -4.880202 2.425636 1.007 1.026 -0.526
H -0.954271 -3.315074 1.706738 1.367 -0.101 -0.994
H 0.210438 -4.331772 -1.031560 -0.148 0.068 1.332
H 0.088663 -5.463715 0.455357 0.197 1.477 -0.767
H -1.899904 -5.086534 -1.090403 -0.048 0.325 0.872
H -2.122780 -5.123631 0.580694 0.208 0.309 -0.754
C -2.798235 -2.508674 7.993191 0.131 -0.082 0.463
O -3.308698 -1.983040 6.768188 -0.056 -0.159 -0.391
C -3.479091 -2.899777 5.805233 -0.084 0.210 0.144
O -3.241740 -4.077595 5.898074 0.026 0.279 -0.104
O -3.959582 -2.276266 4.718515 0.174 -0.042 0.218
C -4.191973 -3.137879 3.606101 -0.195 -0.126 -0.361
H -2.701904 -1.680496 8.694967 -0.112 0.073 -0.273
H -3.488251 -3.241508 8.415257 0.145 -0.037 -0.134
H -1.811416 -2.950620 7.841610 -0.167 -0.101 -0.027
H -4.937952 -3.895184 3.853823 0.213 -0.035 0.028
H -3.260001 -3.605762 3.280021 -0.091 -0.101 0.132
H -4.577014 -2.529567 2.787803 0.063 0.153 0.245
C -1.441350 5.096402 -5.533773 0.142 0.162 -0.498
O -1.862079 5.011793 -4.170612 -0.127 -0.345 0.299
C -2.143314 3.768314 -3.757615 0.040 0.315 -0.014
O -2.069132 2.766942 -4.423687 -0.041 0.151 0.169
O -2.522187 3.833044 -2.471757 0.057 0.109 -0.233
C -2.855341 2.570987 -1.894471 -0.053 -0.290 0.220
H -1.242228 6.145022 -5.755531 -0.091 -0.052 0.258
H -0.521529 4.529287 -5.688909 -0.183 -0.078 -0.002
H -2.229100 4.745104 -6.203036 0.143 -0.104 0.069
H -1.992228 1.903736 -1.904930 -0.122 0.069 -0.198
H -3.699878 2.118742 -2.418218 0.185 -0.049 -0.043
H -3.145983 2.742763 -0.857646 0.035 0.264 -0.143
C 0.417083 6.375151 6.859463 0.162 0.372 0.268
O 0.167839 5.253547 6.012336 -0.262 -0.230 -0.144
C -1.128493 4.927979 5.899564 0.115 0.054 0.014
O -2.048153 5.488360 6.436456 0.229 -0.190 -0.164
O -1.220618 3.866868 5.082279 0.257 0.158 0.112
C -2.550865 3.404636 4.865829 -0.445 -0.189 -0.112
H 1.493387 6.546101 6.875652 -0.088 -0.230 -0.172
H -0.069718 7.269954 6.467219 -0.087 -0.135 0.118
H 0.083808 6.170025 7.878507 -0.117 0.071 -0.146
H -3.157396 4.178585 4.391873 0.022 -0.023 0.183
H -3.006491 3.078516 5.802703 0.002 0.183 -0.060
H -2.497062 2.548330 4.193079 0.229 0.110 0.051
C 2.154271 -9.050844 4.573790 0.204 0.178 0.279
O 1.915073 -10.172236 3.726515 -0.168 -0.025 -0.138
C 0.618968 -10.503714 3.606997 -0.038 -0.303 -0.124
O -0.305282 -9.944054 4.139519 0.281 -0.022 -0.153
O 0.535385 -11.563618 2.792052 0.199 0.368 0.219
C -0.796268 -12.029525 2.572032 -0.428 -0.257 -0.118
H 3.229451 -8.872258 4.597327 -0.078 -0.225 -0.145
H 1.664216 -8.158720 4.178065 -0.154 -0.127 0.157
H 1.817389 -9.256610 5.591373 -0.124 0.104 -0.144
H -1.401925 -11.255359 2.096994 0.028 -0.014 0.194
H -1.250803 -12.353696 3.509904 0.006 0.187 -0.070
H -0.741332 -12.885972 1.900548 0.270 0.126 0.074
C -1.544832 2.435221 -11.838245 0.226 0.188 -0.333
O -2.274513 1.602592 -10.938613 -0.140 0.057 0.309
C -2.699270 2.229639 -9.831761 -0.043 -0.193 -0.038
O -2.515217 3.389269 -9.560188 -0.026 -0.266 -0.047
O -3.364470 1.340587 -9.080182 0.177 0.131 -0.278
C -3.877138 1.875877 -7.861201 -0.156 0.125 0.427
H -1.253129 1.824759 -12.692726 -0.159 -0.145 0.209
H -2.169256 3.255996 -12.196199 0.108 0.006 0.164
H -0.640408 2.818164 -11.361496 -0.175 0.089 0.013
H -4.594034 2.674471 -8.062617 0.180 0.023 0.002
H -3.064704 2.236673 -7.226933 -0.092 0.084 -0.098
H -4.393831 1.073034 -7.335628 0.126 -0.086 -0.262
C -5.551486 5.085819 -1.645922 0.362 -0.052 -0.280
O -6.665344 5.542985 -0.881652 -0.150 -0.158 0.319
C -6.889198 4.837564 0.236027 -0.163 0.240 -0.094
O -6.244838 3.892047 0.618003 -0.104 0.184 -0.075
O -7.953960 5.366978 0.854658 0.296 -0.097 -0.231
C -8.310618 4.710793 2.070094 -0.188 -0.139 0.380
H -5.462761 5.725408 -2.523861 -0.214 0.073 0.188
H -4.629102 5.164670 -1.067525 -0.104 -0.144 -0.028
H -5.710305 4.058968 -1.982068 0.069 0.037 0.164
H -7.497461 4.774987 2.795733 -0.016 -0.132 -0.131
H -8.578349 3.669333 1.881527 0.178 0.062 0.030
H -9.180968 5.222467 2.480278 0.105 0.114 -0.258
C 0.877409 10.343598 -9.019202 0.237 0.199 -0.342
O 0.148412 9.513042 -8.116694 -0.157 0.019 0.326
C -0.275794 10.143022 -7.011458 0.011 -0.099 -0.106
O -0.092406 11.302349 -6.743028 -0.055 -0.307 -0.040
O -0.940791 9.254790 -6.256615 0.154 0.048 -0.212
C -1.453934 9.790648 -5.037798 -0.188 0.098 0.380
H 1.168784 9.730885 -9.872170 -0.161 -0.146 0.211
H 0.252480 11.163136 -9.378979 0.106 0.004 0.167
H 1.781929 10.728127 -8.544049 -0.178 0.088 0.014
H -2.171498 10.588186 -5.239331 0.196 0.027 0.016
H -0.642112 10.152817 -4.404081 -0.088 0.112 -0.139
H -1.969610 8.986361 -4.512790 0.114 -0.086 -0.254
```
Forces are in eV/Å.

- LUMO energy: -2.305 eV
- Molar mass: 1184.7 g mol⁻¹
- Total energy: -4668.6325 Eh
- Kohn-Sham gap: 0.3532 Eh
- Net charge: +1
- Strongest force on any atom: 3.8 eV/Å

Löwdin population analysis, charges in e, atoms 1 to 2: -0.1263 -0.2375